[1]
This record from the Open Molecules 2025 dataset describes C54H60N5O3PbSe as an isolated structure. The level of theory is ωB97M-V/def2-TZVPD.

```
124
Properties=species:S:1:pos:R:3:forces:R:3
Pb -1.33031 0.78404 -1.14615 -0.1 0.2 0.7
C 0.77658 -4.89738 4.83795 0.0 0.0 -0.1
C 1.00594 -4.73442 3.33301 0.0 -0.1 0.0
C 0.35428 -5.93378 2.62672 0.1 0.0 0.1
C 2.52185 -4.75556 3.08099 -0.1 0.0 0.0
C 0.41818 -3.43698 2.78404 0.0 0.0 0.1
C 0.58723 -3.10690 1.44456 0.0 0.0 0.0
C 0.10155 -1.91972 0.93874 -0.1 0.2 -0.3
Se 0.40657 -1.55163 -0.93973 0.6 -0.4 0.3
C 2.07834 -0.56871 -0.82379 -0.4 0.0 -0.1
C 3.21970 -1.30475 -0.58306 0.0 0.1 0.0
C 4.45814 -0.68846 -0.45700 0.1 0.0 0.0
C 4.47365 0.69511 -0.58903 0.0 -0.1 0.0
C 3.35608 1.47665 -0.86219 -0.2 0.1 0.0
C 2.07538 0.84842 -1.01170 0.4 -0.1 0.0
O 1.00414 1.50811 -1.30489 -0.3 0.0 0.1
C 3.60520 2.99816 -0.95837 0.0 0.0 0.0
C 4.08529 3.49857 0.41524 0.0 0.0 -0.1
C 4.69313 3.26708 -2.01347 0.0 0.0 0.1
C 2.39603 3.85305 -1.35623 0.0 -0.1 0.0
C 5.71217 -1.52396 -0.21463 0.1 -0.1 0.0
C 5.93738 -2.45570 -1.41631 0.0 0.0 0.1
C 5.54063 -2.36805 1.05732 0.0 0.0 -0.1
C 6.97059 -0.66772 -0.04793 -0.1 0.0 0.0
C -0.61065 -0.95640 1.72262 0.1 -0.2 0.2
O -0.97742 0.17441 1.23697 0.0 0.1 -0.1
C -0.84845 -1.34513 3.08369 -0.1 0.1 -0.1
C -0.30818 -2.53597 3.55626 0.1 0.0 -0.1
C -1.65902 -0.50805 4.09652 0.0 0.0 0.0
C -0.72113 -0.05256 5.22697 -0.1 0.0 0.0
C -2.33841 0.74609 3.53159 0.0 0.0 0.0
C -2.77946 -1.38525 4.68312 0.1 0.0 0.0
H 1.24092 -5.82633 5.17743 0.0 0.0 0.0
H -0.28865 -4.95007 5.07171 0.0 0.0 0.0
H 1.21995 -4.07205 5.39852 0.0 0.0 0.0
H 0.76666 -6.87500 3.00355 0.0 0.0 0.0
H 0.51747 -5.89187 1.54939 0.0 0.0 0.0
H -0.72237 -5.93087 2.80695 0.0 0.0 0.0
H 2.96824 -5.66369 3.49741 0.0 0.0 0.0
H 2.99276 -3.88905 3.54865 0.0 0.0 0.0
H 2.74342 -4.72258 2.01395 0.0 0.0 0.0
H 1.10893 -3.77468 0.76762 0.0 0.0 0.0
H 3.11905 -2.38005 -0.48383 0.0 0.0 0.0
H 5.42195 1.20257 -0.46533 0.0 0.0 0.0
H 5.02663 3.03097 0.70762 0.0 0.0 0.0
H 3.34015 3.26323 1.17785 0.0 0.0 0.0
H 4.23434 4.58294 0.39766 0.0 0.0 0.0
H 5.64055 2.79559 -1.75210 0.0 0.0 0.0
H 4.86900 4.34232 -2.11402 0.0 0.0 0.0
H 4.37080 2.87835 -2.98097 0.0 0.0 0.0
H 1.59767 3.78184 -0.62277 -0.1 0.0 0.0
H 1.98583 3.54350 -2.31506 0.0 0.0 0.0
H 2.71246 4.90061 -1.42313 0.0 0.0 0.0
H 5.08567 -3.12113 -1.56109 0.0 0.0 0.0
H 6.83291 -3.06742 -1.26933 0.0 0.0 0.0
H 6.06674 -1.86592 -2.32573 0.0 0.0 0.0
H 4.68569 -3.03928 0.97459 0.0 0.0 0.0
H 5.37809 -1.72013 1.92056 0.0 0.0 0.0
H 6.43416 -2.97234 1.24088 0.0 0.0 0.0
H 7.17911 -0.09367 -0.95299 0.0 0.0 0.0
H 7.82911 -1.31529 0.14498 0.0 0.0 0.0
H 6.87295 0.02188 0.79290 0.0 0.0 0.0
H -0.46212 -2.77516 4.60141 0.0 0.0 0.0
H 0.09947 0.53675 4.81377 0.0 0.0 0.0
H -0.29548 -0.90440 5.76014 0.0 0.0 0.0
H -1.26398 0.56669 5.94809 0.0 0.0 0.0
H -1.61031 1.45703 3.15088 0.0 0.0 0.0
H -2.91641 1.22335 4.33202 0.0 -0.1 0.0
H -3.01198 0.49912 2.71212 0.0 0.0 0.0
H -2.38352 -2.27128 5.18007 0.0 0.0 0.0
H -3.44750 -1.71155 3.88403 0.0 0.0 0.0
H -3.36435 -0.81970 5.41478 0.0 0.0 0.0
C -2.16848 0.35830 -6.04256 0.1 0.0 0.1
C -1.80938 0.80490 -4.64998 -0.2 -0.6 -0.2
N -1.89950 0.03095 -3.62488 -0.2 0.5 0.1
N -2.27344 -1.24817 -3.76485 0.1 -0.6 -0.3
C -2.70253 -1.79861 -2.62044 -0.3 0.6 0.0
O -3.01983 -1.18221 -1.57068 0.2 -0.2 -0.2
C -2.86880 -3.28444 -2.65500 0.1 -0.2 0.1
C -3.13254 -3.94138 -1.45602 0.0 0.0 0.0
C -3.27471 -5.31950 -1.42791 0.0 0.0 0.0
C -3.15152 -6.05469 -2.59918 0.0 0.0 0.0
C -2.87250 -5.40536 -3.79428 0.0 0.0 -0.1
C -2.72812 -4.02694 -3.82404 0.0 0.0 0.0
C -1.39212 2.19429 -4.41877 0.1 0.5 0.1
C -1.09909 3.05780 -5.48313 0.0 -0.2 0.0
C -0.81230 4.38441 -5.22146 0.0 0.1 0.1
C -0.80217 4.83572 -3.90933 0.0 0.0 -0.1
C -1.05491 3.90854 -2.91024 0.0 0.0 -0.1
N -1.34987 2.64158 -3.15342 -0.1 0.0 -0.3
H -2.57388 -0.64846 -5.98339 0.0 0.0 0.0
H -1.28778 0.34147 -6.69002 0.0 0.0 -0.1
H -2.91189 1.02188 -6.48955 0.0 0.0 0.0
H -3.20475 -3.35017 -0.55268 0.0 0.0 0.0
H -3.47803 -5.82107 -0.48981 0.0 0.0 0.0
H -3.26510 -7.13192 -2.57830 0.0 0.0 0.0
H -2.76325 -5.97762 -4.70783 0.0 0.0 0.0
H -2.49476 -3.50804 -4.74320 0.0 0.0 0.0
H -1.07930 2.68892 -6.49890 -0.1 0.0 0.0
H -0.59280 5.06828 -6.03221 0.0 0.0 0.0
H -0.60257 5.87160 -3.67246 0.0 0.0 0.0
H -1.03450 4.19274 -1.86351 0.0 0.0 0.0
C -6.37682 2.36473 -1.27301 -0.1 0.0 0.0
C -5.14647 1.69659 -1.35943 0.1 0.0 0.0
N -4.05505 2.14762 -0.78722 0.3 -0.2 0.0
C -4.09702 3.26958 -0.05747 -0.3 0.1 0.0
C -5.29229 4.00487 0.10504 0.3 -0.3 -0.1
C -6.44291 3.52289 -0.54412 0.1 0.0 0.0
C -5.30501 5.17288 0.92495 0.0 0.2 0.2
C -4.19493 5.57045 1.58106 -0.2 0.1 0.0
C -2.96681 4.85152 1.45582 0.2 -0.4 -0.3
C -1.80181 5.23574 2.14301 -0.1 0.0 0.0
C -0.64928 4.51601 1.98445 0.0 0.1 0.1
C -0.66131 3.41555 1.11801 0.0 -0.2 -0.1
N -1.72922 3.03814 0.45437 -0.5 0.3 0.0
C -2.88865 3.71366 0.61845 0.3 0.4 0.4
H -7.25244 1.95994 -1.76170 0.0 0.0 0.0
H -5.03972 0.75709 -1.89211 0.0 0.0 -0.1
H -7.37304 4.07098 -0.44583 0.0 0.0 0.0
H -6.23334 5.72329 1.02516 0.0 0.0 0.0
H -4.21537 6.44080 2.22662 0.0 0.0 0.0
H -1.84043 6.09727 2.79990 0.0 0.0 0.0
H 0.25856 4.79220 2.50306 0.0 -0.1 0.0
H 0.22482 2.80968 0.95400 0.0 0.0 0.0
```
Positions in Å, forces in eV/Å.

Computed properties:
- charge = -1
- ΔE to the lowest compared entry with this formula, charge and spin (kJ/mol) = 93.4
- frontier orbital gap (eV) = 5.98
- HOMO level (eV) = -4.00
- E_LUMO (eV) = 1.975
- F_max (eV Å⁻¹) = 0.736

=====

[2]
This record from the Open Molecules 2025 dataset describes a 7-piece molecular cluster, C54H60NO7P2S overall in a non-equilibrium geometry. The level of theory is ωB97M-V/def2-TZVPD.

```
125
Properties=species:S:1:pos:R:3:forces:R:3
C -0.25622 1.77452 3.22583 -0.7 -1.1 1.0
P 0.52756 1.31058 1.54393 0.7 3.1 0.6
C 2.19760 1.61895 2.42142 1.9 -0.7 0.1
C 2.94078 0.29937 2.89940 1.2 1.6 -0.6
C 3.62587 -0.48976 1.72467 -0.7 -0.8 0.3
O 4.01766 -1.62050 1.87646 -0.2 0.4 -0.1
O 3.77018 0.11749 0.46750 -0.7 0.2 1.2
C 0.53571 3.09364 0.76668 -1.1 0.4 1.2
C -0.58360 3.98293 1.10707 1.6 2.7 -2.2
C -0.56891 5.33000 0.51476 1.9 -1.6 -0.5
C 0.56005 5.67211 -0.36733 -0.4 -2.3 1.2
C 1.54940 4.63448 -0.59638 -0.6 1.1 -0.2
N 1.57420 3.37604 -0.07269 -2.0 2.0 0.5
O -1.14894 1.29289 0.97039 -0.3 -2.7 -1.7
C -1.51421 -0.02703 0.56164 0.4 -0.2 0.1
C -2.24885 0.01710 -0.82576 1.3 -0.3 -0.1
O -3.45260 0.80625 -0.81871 -0.1 -0.4 1.0
C -4.29915 0.47900 0.24478 -0.7 -0.6 0.9
C -4.78380 -0.89831 0.36406 -0.7 1.9 1.9
C -5.63522 -1.21691 1.51222 1.2 2.0 -1.1
C -5.94916 -0.15763 2.45213 0.3 0.3 -0.4
C -5.46415 1.21434 2.33133 0.8 -1.6 -1.9
C -4.61446 1.53709 1.18988 -0.8 -2.0 0.3
C -0.15481 -0.90982 0.59384 -1.1 -0.6 0.2
P -0.58109 -2.74428 0.84187 0.0 -0.5 1.0
O -1.79882 -3.17004 -0.21662 1.4 0.4 0.1
O 0.75206 -3.67938 0.41520 -1.6 1.3 -0.3
S -1.15399 -3.06226 2.65802 0.1 -0.3 -0.4
O 0.48810 -0.44064 1.77339 -0.7 -0.9 -1.4
H 0.19506 1.08354 3.99996 -0.5 0.7 -0.7
H -0.05368 2.81678 3.57349 -0.1 -0.7 -0.5
H -1.36264 1.55899 3.19833 1.1 0.4 0.3
H 1.10979 0.95343 0.27242 -0.1 0.2 0.0
H 2.94636 2.17047 1.78014 -0.9 -0.6 0.4
H 2.09528 2.25718 3.34497 -0.3 -0.6 -1.0
H 3.80930 0.65295 3.53562 -0.7 -0.5 -0.5
H 2.33221 -0.36261 3.55645 0.5 0.2 -0.9
H 3.44398 -0.48949 -0.21761 0.4 0.0 0.4
H -1.43874 3.73585 1.76474 1.0 -0.3 -0.5
H -1.36021 6.08967 0.70798 0.6 -0.8 -0.1
H 0.69195 6.66272 -0.85360 -0.2 -0.9 0.5
H 2.39170 4.89982 -1.29037 -0.8 -0.4 0.7
H -2.09402 -0.53638 1.39067 0.1 0.6 -0.9
H -2.46691 -1.00062 -1.24220 0.2 0.7 0.6
H -1.52491 0.51234 -1.53548 -0.9 -0.3 0.6
H -4.47762 -1.65279 -0.39002 -0.3 0.6 0.7
H -6.00353 -2.26312 1.61003 0.2 1.1 0.2
H -6.60246 -0.40464 3.32499 0.7 0.2 -0.9
H -5.70091 1.99408 3.09438 0.2 -0.9 -0.8
H -4.16378 2.54029 1.01688 -0.4 -1.0 0.2
H 0.45602 -0.95441 -0.34937 -0.2 0.8 0.7
H -2.20009 -4.01877 0.04222 0.3 0.4 0.2
H 0.98165 -3.51711 -0.52086 0.0 -0.1 0.4
C 1.28429 -7.50866 6.31007 0.0 0.0 0.0
C 1.74519 -7.21411 5.03224 -0.1 0.0 0.0
C 1.25852 -6.10106 4.35591 0.0 -0.1 0.0
C 0.31796 -5.27677 4.96092 0.0 0.1 0.1
C -0.14013 -5.56950 6.24053 0.1 -0.1 0.0
C 0.33951 -6.68749 6.91358 0.0 0.0 0.0
H 1.66144 -8.37873 6.83607 0.0 0.0 0.0
H 2.48440 -7.85339 4.56223 0.0 0.0 0.0
H 1.61284 -5.87459 3.35684 0.0 0.0 0.0
H -0.05701 -4.40616 4.43303 0.1 -0.2 0.1
H -0.87299 -4.92529 6.71338 0.0 0.0 0.0
H -0.02233 -6.91830 7.90944 0.0 0.0 0.0
C -3.27712 5.83711 -2.56382 0.0 0.0 0.0
C -3.21553 4.59446 -1.94592 0.0 0.0 0.0
C -3.90900 3.51539 -2.48018 -0.1 -0.1 0.0
C -4.65807 3.67738 -3.64037 0.1 0.1 0.0
C -4.71733 4.92020 -4.26165 0.0 0.0 0.0
C -4.03029 6.00117 -3.72118 0.0 0.0 0.0
H -2.73765 6.67916 -2.14398 0.0 0.0 0.0
H -2.62574 4.46573 -1.04540 0.0 0.0 -0.1
H -3.86157 2.54991 -1.99018 0.0 0.1 -0.1
H -5.19529 2.83446 -4.06032 0.0 0.0 0.0
H -5.30011 5.04635 -5.16772 0.0 0.0 0.0
H -4.08031 6.97159 -4.20242 0.0 0.0 0.0
C 2.40005 -0.23463 -4.67099 0.0 0.0 0.0
C 2.38071 -1.20962 -5.66144 0.0 0.0 0.0
C 1.61813 -2.35933 -5.49170 0.0 0.0 0.0
C 0.86711 -2.52952 -4.33477 0.0 0.0 0.0
C 0.88451 -1.55236 -3.34695 0.1 0.0 0.0
C 1.65360 -0.40695 -3.51215 0.0 0.0 0.1
H 2.99710 0.66025 -4.80208 -0.1 0.0 0.0
H 2.96162 -1.07345 -6.56701 0.0 0.0 0.0
H 1.60839 -3.12241 -6.26139 0.0 0.0 0.0
H 0.26839 -3.42370 -4.20347 0.0 0.0 0.0
H 0.29794 -1.68262 -2.44452 -0.1 0.0 -0.1
H 1.67004 0.35258 -2.73739 0.0 0.0 0.0
C -0.53217 -12.14697 8.64823 0.0 0.0 0.0
C -0.07120 -11.85274 7.37055 0.0 0.0 0.0
C -0.55736 -10.74035 6.69456 0.0 0.0 0.0
C -1.49802 -9.91603 7.30018 0.0 0.0 0.0
C -1.95619 -10.20813 8.57895 0.0 0.0 0.0
C -1.47669 -11.32584 9.25169 0.0 0.0 0.0
H -0.15509 -13.01670 9.17402 0.0 0.0 0.0
H 0.66766 -12.49192 6.90072 0.0 0.0 0.0
H -0.20256 -10.51455 5.69582 0.0 0.0 0.1
H -1.87337 -9.04567 6.77491 0.1 0.0 0.0
H -2.68874 -9.56399 9.05182 0.0 0.0 0.0
H -1.83836 -11.55626 10.24712 0.0 0.0 0.0
C 0.01234 9.88228 -4.75332 0.0 0.0 0.0
C 0.07331 8.63907 -4.13496 0.0 0.0 0.0
C -0.62079 7.56095 -4.66995 0.0 0.0 0.0
C -1.36904 7.72386 -5.83038 0.0 0.0 0.0
C -1.42685 8.96607 -6.45065 0.0 0.0 0.0
C -0.73981 10.04650 -5.91007 0.0 0.0 0.0
H 0.55141 10.72382 -4.33344 0.0 0.0 0.0
H 0.66220 8.51041 -3.23399 0.0 0.0 0.0
H -0.57849 6.59314 -4.18359 0.0 0.0 0.0
H -1.90678 6.88185 -6.25055 0.0 0.0 0.0
H -2.00905 9.09255 -7.35650 0.0 0.0 0.0
H -0.78958 11.01656 -6.39116 0.0 0.0 0.0
C 7.38066 2.98697 -5.82850 0.0 0.0 0.0
C 7.36282 2.01244 -6.81891 0.0 0.0 0.0
C 6.60069 0.86308 -6.64964 0.0 0.0 0.0
C 5.84848 0.69276 -5.49338 0.0 0.0 0.0
C 5.86350 1.66898 -4.50455 0.0 0.0 0.0
C 6.63269 2.81411 -4.66995 0.0 0.0 0.0
H 7.97785 3.88204 -5.95928 0.0 0.0 0.0
H 7.94437 2.14868 -7.72368 0.0 0.0 0.0
H 6.59189 0.09988 -7.41934 0.0 0.0 0.0
H 5.25024 -0.20157 -5.36316 0.0 0.0 0.0
H 5.27543 1.53663 -3.60324 0.0 0.0 0.0
H 6.64838 3.57262 -3.89632 0.0 0.0 0.0
```
Positions in Å, forces in eV/Å.

Computed properties:
- charge = -1
- frontier orbital gap (eV) = 7.38
- HOMO level (eV) = -5.25
- E_LUMO (eV) = 2.132
- F_max (eV Å⁻¹) = 3.845